#a
A cluster of 2 separate species, C4H7NO in total, computed with ωB97M-V with the def2-TZVPD basis set.

Atoms and positions in Å:
1 C 1.55287 0.66372 0.08878
2 C 0.48595 0.23477 -0.90194
3 C -0.57441 -1.32976 0.27811
4 N -1.52041 -0.45224 0.62540
5 C -1.99777 0.61787 0.43984
6 O -0.41186 1.03710 -1.21295
7 H 2.30230 1.26478 -0.44166
8 H 1.09192 1.30751 0.84583
9 H 2.06275 -0.17502 0.57159
10 H 0.75501 -0.58548 -1.58988
11 H -0.90143 -2.04835 -0.47031
12 H 0.03607 -1.72045 1.08793
13 H -2.88099 1.18556 0.67927

The HOMO-LUMO gap comes out at 9.34 eV. For the HOMO energy, the calculation gives -8.31 eV.

***

#b
A cluster of 2 separate species, C4H7NO in total, computed with ωB97M-V with the def2-TZVPD basis set.

Atoms and positions in Å:
1 C -0.31992 0.84414 -0.05819
2 C -0.02266 0.96415 1.38945
3 C 0.77021 -0.05464 0.68186
4 H 0.10659 1.58771 -0.72861
5 H -1.37456 0.66797 -0.30371
6 H 0.42932 1.88627 1.69980
7 H -0.80413 0.54230 2.01264
8 H 1.78415 0.16373 0.34826
9 H 0.65475 -1.10189 0.97323
10 N -0.59854 -1.76945 -0.76607
11 C -0.20304 -0.88833 -1.53801
12 O 0.15638 -0.21161 -2.42268
13 H -0.57503 -2.63195 -1.28775

The SMILES is C1CC1.N=C=O. The HOMO-LUMO gap comes out at 11.09 eV. For the HOMO energy, the calculation gives -10.11 eV.

***

#c
A cluster of 2 separate species, C4H7NO in total, computed with ωB97M-V with the def2-TZVPD basis set.

Atoms and positions in Å:
1 C 2.09001 -0.37821 0.41369
2 C 0.75022 0.44422 0.09428
3 O 0.74897 1.65237 0.16382
4 C 0.07178 -0.73090 0.00828
5 C -2.38458 0.10241 -0.00537
6 N -1.93422 0.45442 -1.14393
7 H 2.77872 0.08678 -0.29415
8 H 2.12062 -1.46655 0.31661
9 H 2.31401 -0.09608 1.44114
10 H 0.16950 -1.30662 -0.91323
11 H -2.33548 0.72006 0.89932
12 H -2.88500 -0.86444 0.09599
13 H -1.50457 1.38255 -1.07643

The HOMO-LUMO gap comes out at 9.89 eV. For the HOMO energy, the calculation gives -9.56 eV.

***

Which structure is most stable, and how do the rest compare? From most to least stable: #b, #a, #c.

***

#a
An isolated molecule of C4H7NO, computed with ωB97M-V with the def2-TZVPD basis set.

Atoms and positions in Å:
1 C -1.33442 -0.65899 0.51583
2 C 0.06557 -0.66598 -0.08542
3 C 0.30472 0.43570 -1.14120
4 N 1.01006 1.49967 -0.41448
5 C 1.37065 0.96839 0.67641
6 O 1.01653 -0.30638 0.95205
7 H -1.29245 -1.02684 1.54472
8 H -2.01638 -1.29817 -0.05414
9 H -1.75107 0.35434 0.52843
10 H 0.34267 -1.66631 -0.42912
11 H 0.94388 0.09908 -1.96590
12 H -0.62744 0.81597 -1.57171
13 H 1.96767 1.44951 1.44453

The SMILES is C[C@H]1CN=CO1. The HOMO-LUMO gap comes out at 10.60 eV. For the HOMO energy, the calculation gives -9.60 eV.

***

#b
An isolated molecule of C4H7NO, computed with ωB97M-V with the def2-TZVPD basis set.

Atoms and positions in Å:
1 C 0.60719 -1.45039 1.35065
2 C 0.55092 -0.19529 0.92161
3 N -0.06134 0.20151 -0.28508
4 C -0.95880 1.34842 -0.27999
5 C 0.29760 -0.34124 -1.48988
6 O -0.14094 0.03064 -2.55823
7 H 1.15385 -1.69332 2.25413
8 H 0.10370 -2.25776 0.82870
9 H 0.99826 0.61938 1.49066
10 H -1.46685 1.38838 0.68576
11 H -1.69753 1.21760 -1.07315
12 H -0.42249 2.28896 -0.45588
13 H 1.03645 -1.15690 -1.38929

The SMILES is C=CN(C)C=O. The HOMO-LUMO gap comes out at 10.19 eV. For the HOMO energy, the calculation gives -9.26 eV.

***

#c
An isolated molecule of C4H7NO, computed with ωB97M-V with the def2-TZVPD basis set.

Atoms and positions in Å:
1 C 1.19721 0.40685 0.84819
2 C 0.56061 0.42840 -0.52619
3 C 0.00003 -0.82460 -1.12462
4 N -0.86845 0.23305 -0.68707
5 C -1.78627 0.09194 0.33781
6 O -2.46247 -0.89220 0.53162
7 H 0.75532 1.15833 1.51190
8 H 2.26661 0.62966 0.76815
9 H 1.09217 -0.57107 1.33025
10 H 0.97316 1.16591 -1.21414
11 H 0.04655 -0.98977 -2.19676
12 H 0.01220 -1.72596 -0.51402
13 H -1.89119 1.01681 0.93451

The SMILES is C[C@H]1CN1C=O. The HOMO-LUMO gap comes out at 10.76 eV. For the HOMO energy, the calculation gives -9.80 eV.

***

Which structure is most stable, and how do the rest compare? From most to least stable: #a, #b, #c.